4 unconnected molecules or ions with the total composition C2H14N2O3 in a non-equilibrium geometry, computed with ωB97M-V with the def2-TZVPD basis set.

Computed properties:
charge = 0
SMILES string = NCCN.O.O.O
Kohn-Sham gap = 0.3630 Ha
strongest force on any atom = 1.74 eV/A
energy relative to the best compared isomer or geometry (same formula, charge and spin) = 21.7 kcal/mol

```
21
Properties=species:S:1:pos:R:3:forces:R:3:lowdin_charge:R:1
N 0.7445 -2.0617 0.7999 0.905 0.781 -0.371 0.001
C 0.0585 -0.9508 0.1295 -1.695 -0.295 0.269 -0.289
C -0.7606 -0.1161 1.1004 -0.037 0.566 1.415 -0.281
N -1.3002 1.0930 0.4751 -0.474 -0.731 -0.177 -0.018
H 1.5370 -1.6689 1.3097 -0.238 -0.111 0.260 0.047
H 1.1929 -2.6074 0.0672 -0.209 -0.259 0.128 0.065
H -0.7013 -1.4235 -0.4991 0.308 0.232 -0.498 0.111
H 0.6506 -0.2343 -0.4498 0.374 -0.296 -0.083 0.083
H -1.5996 -0.6505 1.5538 -0.006 -0.395 -0.512 0.114
H -0.1737 0.1384 1.9974 0.433 0.010 -0.235 0.105
H -1.9072 1.6037 1.1075 0.561 0.198 -0.103 0.086
H -0.5804 1.6433 0.0398 0.042 0.517 0.083 0.061
O -3.1764 -0.2108 -1.1774 -0.392 0.418 0.259 -0.100
H -2.7512 0.4775 -0.6199 0.486 -0.400 -0.261 -0.013
H -4.1133 -0.0034 -1.0902 -0.032 -0.227 -0.189 0.022
O 0.8839 2.0291 -2.1664 0.141 -0.760 0.084 -0.060
H 0.5545 2.1494 -3.0594 -0.138 0.204 -0.149 0.036
H 1.0320 1.0668 -2.1274 -0.044 0.567 0.092 0.028
O 3.3598 0.2554 0.8181 -0.754 1.322 -0.530 -0.026
H 3.1649 -0.4813 0.2591 -0.009 -0.756 -0.420 0.009
H 3.8854 -0.0481 1.5320 0.776 -0.585 0.937 0.019
```
Positions in Å, forces in eV/Å.

***

A molecular structure, C6H24N12O6Ti in a non-equilibrium geometry, computed with ωB97M-V with the def2-TZVPD basis set.

Computed properties:
charge = +1
spin multiplicity = 4
Kohn-Sham gap (spin up / spin down) = 0.1611 / 0.3577 Ha
strongest force on any atom = 2.94 eV/A
<S²> = 3.752
energy relative to the best compared isomer or geometry (same formula, charge and spin) = 24.8 kcal/mol

```
49
Properties=species:S:1:pos:R:3:forces:R:3:lowdin_spin:R:1
Ti -0.4507 -0.5128 0.0235 1.101 -0.260 0.218 2.442
C -1.8869 -1.4663 -2.5987 -0.155 0.227 -1.323 0.051
O -1.8773 -0.6459 -1.6725 -0.355 -0.601 -0.092 0.071
N -1.4744 -2.7462 -2.5755 0.088 -0.183 0.616 0.018
N -2.2585 -1.0607 -3.8688 0.312 0.352 1.559 0.009
H -1.4521 -3.2721 -1.7153 0.285 0.274 0.130 0.003
H -1.5178 -3.2467 -3.4400 -0.090 -0.372 0.022 0.002
H -2.2191 -1.7102 -4.6260 -0.427 0.214 -0.379 0.001
H -2.7776 -0.2000 -3.8622 -0.095 -0.154 -0.698 0.001
C 1.6555 3.4221 1.4328 -1.046 0.425 -0.644 0.002
O 1.9923 3.8694 0.3308 0.422 -0.265 0.610 0.001
N 1.9769 4.0088 2.6053 0.414 0.091 -0.066 0.000
N 0.8146 2.3470 1.5450 0.502 0.447 -0.542 0.011
H 2.4801 4.8771 2.5647 -0.009 -0.060 0.274 0.000
H 1.6032 3.6232 3.4501 0.222 0.311 0.256 0.000
H 0.4858 2.0927 0.6061 -0.050 -0.416 0.734 0.008
H 0.2250 2.2858 2.3553 -0.185 -0.173 -0.114 0.002
C -0.1090 2.1814 -1.8518 -1.610 1.552 -1.909 0.015
O 0.3306 1.4168 -0.9804 -0.263 -0.334 -0.315 0.060
N 0.1805 3.5122 -1.8883 1.966 -1.465 1.339 0.002
N -0.9278 1.8056 -2.8710 -0.005 -1.115 0.914 0.004
H 1.0026 3.6132 -1.2839 -0.345 1.284 0.201 0.000
H -0.4175 4.2679 -2.1495 -0.116 -0.092 -0.228 0.000
H -1.1812 2.3979 -3.6363 0.185 0.230 0.063 0.000
H -1.3508 0.8984 -2.7620 -0.007 -0.020 -0.109 0.003
C 2.7912 -0.6145 1.3507 0.126 -1.042 0.345 0.013
O 1.6002 -0.4941 1.0743 -0.189 -0.225 -0.550 0.032
N 3.3053 -0.0905 2.4907 -0.351 0.442 -0.170 0.005
N 3.6737 -1.4036 0.6578 -0.979 0.718 0.195 0.006
H 4.1773 -0.4590 2.8219 -0.092 0.070 0.376 0.001
H 2.5757 0.1803 3.1302 0.386 0.224 0.230 0.001
H 4.6544 -1.2608 0.8026 0.123 -0.321 -0.383 0.001
H 3.2564 -1.9585 -0.0667 0.471 0.038 -0.251 0.003
C 0.5527 -3.7797 0.2530 0.437 -0.590 -1.337 0.014
O -0.4105 -3.0304 0.3670 0.051 0.525 0.396 0.047
N 0.6651 -4.9528 0.9158 -0.717 -0.421 1.245 0.004
N 1.5625 -3.6189 -0.6607 0.335 0.245 0.037 0.023
H 1.3348 -5.6825 0.7633 0.282 0.279 -0.291 0.001
H 0.0210 -5.1333 1.6683 -0.106 0.167 -0.130 0.001
H 2.2641 -4.3315 -0.7452 0.032 -0.029 -0.017 0.002
H 1.5919 -2.8722 -1.3366 -0.560 0.156 0.112 0.032
C -2.9504 0.5892 1.6717 1.094 -0.082 0.987 0.014
O -2.0977 -0.3160 1.6876 -0.796 -0.075 -0.714 0.050
N -2.6623 1.8299 1.2369 -0.539 0.838 -0.386 0.025
N -4.1517 0.4843 2.3045 0.692 -0.940 -0.277 0.003
H -3.4427 2.4649 1.2322 0.244 0.327 -0.249 0.001
H -1.9255 1.9869 0.5650 0.064 -0.266 0.083 0.014
H -4.3738 -0.4779 2.5089 -0.471 0.249 0.200 0.001
H -4.8581 1.1821 2.1755 -0.274 -0.183 0.031 0.001
```
Positions in Å, forces in eV/Å.

***

A molecular structure, C19H43GdOP3S2 in a non-equilibrium geometry, computed with ωB97M-V with the def2-TZVPD basis set.

Computed properties:
charge = +3
spin multiplicity = 8
Kohn-Sham gap (spin up / spin down) = 0.1321 / 0.2189 Ha
strongest force on any atom = 2.34 eV/A
<S²> = 16.043
energy relative to the best compared isomer or geometry (same formula, charge and spin) = 0.0 kcal/mol

```
69
Properties=species:S:1:pos:R:3:forces:R:3:lowdin_spin:R:1
Gd -0.0686 -0.2904 0.6720 -0.071 0.375 0.055 7.310
P 2.0210 1.2212 1.8078 1.572 0.939 1.461 -0.100
P -1.7012 1.9712 1.2389 -1.592 0.878 0.265 -0.072
P 0.9666 1.7239 -1.2094 0.585 0.798 -1.106 -0.011
H -0.3051 -3.2355 0.5870 0.288 -0.223 0.005 0.001
C 0.5340 -3.0045 -0.0777 1.688 -0.410 0.700 0.001
C 1.6767 -2.4330 0.4321 -0.949 -1.293 -0.786 -0.003
H 1.9110 -2.4623 1.5094 -0.589 0.574 -0.262 0.000
C 2.1839 0.6878 3.5583 -0.124 -0.288 -0.085 -0.014
C 2.0209 3.0451 2.1012 -0.772 0.125 -0.385 -0.022
C 3.7503 1.0308 1.2307 0.010 -0.550 -0.514 -0.013
C -3.3632 1.5932 0.5280 0.128 -0.288 -0.207 -0.004
C -2.1161 2.1366 3.0172 0.224 -0.259 0.134 -0.015
C -1.4909 3.7277 0.7709 0.419 0.155 -0.155 -0.015
C 2.2757 0.9072 -2.2156 -0.116 -0.343 0.209 -0.003
C 1.6433 3.4444 -1.2748 -0.103 0.209 0.197 0.000
C -0.4196 1.9217 -2.4015 -0.069 -0.048 -0.096 -0.004
H 0.4507 -3.4357 -1.0902 0.136 0.921 0.462 0.000
H 2.5106 -2.1418 -0.2064 -0.086 -0.394 -0.062 0.000
H 2.0391 -0.3988 3.6302 0.179 0.233 0.151 0.000
H 1.4254 1.2007 4.1661 0.222 -0.181 -0.104 0.000
H 3.1914 0.9531 3.9131 -0.370 -0.111 0.018 -0.003
H 1.2033 3.3053 2.7873 0.240 -0.001 -0.141 0.000
H 1.8808 3.6010 1.1661 0.095 -0.135 0.403 0.000
H 2.9818 3.3429 2.5526 -0.346 -0.302 -0.120 -0.005
H 4.0295 -0.0296 1.2722 0.075 0.207 -0.030 0.000
H 4.4338 1.6044 1.8784 -0.401 -0.196 -0.152 -0.003
H 3.8743 1.3697 0.1941 -0.027 -0.043 0.333 0.000
H -4.0400 2.4484 0.6736 0.239 -0.234 -0.017 -0.001
H -3.8066 0.7089 1.0093 0.154 0.252 -0.063 0.000
H -3.2840 1.3810 -0.5482 -0.077 0.156 0.237 0.000
H -2.9883 2.7997 3.1130 0.264 -0.177 0.004 -0.003
H -1.2686 2.5682 3.5665 -0.245 -0.069 -0.071 0.000
H -2.3536 1.1516 3.4459 0.037 0.339 -0.130 0.000
H -2.3485 4.2984 1.1561 0.181 -0.230 -0.102 -0.004
H -1.4404 3.8586 -0.3164 -0.097 -0.072 0.268 0.000
H -0.5760 4.1509 1.2068 -0.236 -0.141 -0.065 0.000
H 2.1896 1.2586 -3.2581 0.174 -0.214 0.408 -0.001
H 2.1365 -0.1870 -2.1769 0.253 0.393 -0.258 0.000
H 3.2615 1.1796 -1.8009 -0.393 -0.203 -0.327 0.000
H 1.7593 3.7362 -2.3327 -0.092 -0.189 0.357 0.000
H 2.6324 3.5249 -0.7955 -0.377 -0.110 -0.197 0.000
H 0.9528 4.1550 -0.7932 0.289 -0.202 -0.203 0.000
H 0.0549 1.9335 -3.4005 -0.544 0.099 0.332 -0.001
H -0.8802 2.9007 -2.1801 0.023 -0.493 -0.319 0.000
H -1.1789 1.1131 -2.3746 0.423 0.489 -0.068 0.000
C -0.6006 -2.8169 -4.3225 -0.391 -1.178 -1.378 0.000
C -1.6624 -2.6571 -5.2367 0.342 0.045 0.044 0.000
C -1.7590 -3.4485 -6.3870 0.296 0.008 0.171 0.000
C -0.7994 -4.4406 -6.6423 -0.083 0.499 0.237 0.000
C 0.2219 -4.6516 -5.7119 -0.034 0.187 0.082 0.000
C 0.3224 -3.8554 -4.5600 -0.245 0.360 -0.100 0.000
S -0.3579 -1.5953 -3.0667 -0.263 -0.030 0.886 0.001
H -1.0041 -2.1453 -1.9666 0.103 0.189 -0.869 0.000
H -2.3757 -1.8621 -5.0638 -0.067 -0.010 -0.085 0.000
H -2.5521 -3.2424 -7.1094 0.230 -0.142 0.298 0.000
H -0.8101 -5.0021 -7.5842 -0.103 0.180 0.525 0.000
H 0.9690 -5.4143 -5.9385 -0.166 0.243 0.315 0.000
H 1.1318 -3.9844 -3.8538 0.154 -0.146 -0.128 0.000
C -0.7241 -1.4321 5.1589 -0.101 -0.009 -0.176 -0.001
S -1.0493 -2.3357 3.6057 -0.271 0.524 0.265 0.000
C -2.8367 -2.5561 3.7622 -0.049 -0.061 0.129 -0.001
O -0.9259 -1.2659 2.4468 0.094 -0.126 0.596 -0.013
H -1.5267 -0.7025 5.3152 0.243 -0.128 -0.042 0.000
H 0.2550 -0.9417 5.1027 -0.249 -0.236 -0.110 0.000
H -0.7073 -2.1585 5.9891 -0.079 0.102 -0.429 0.000
H -3.2806 -1.8111 4.4293 0.192 -0.073 -0.146 0.000
H -3.2476 -2.4532 2.7577 0.060 -0.125 0.026 0.000
H -3.0416 -3.5638 4.1435 0.163 0.183 -0.083 0.000
```
Positions in Å, forces in eV/Å.

***

A gas-phase ion, C2H4NO2S2 (charge -1) in a non-equilibrium geometry, computed with ωB97M-V with the def2-TZVPD basis set.

Computed properties:
charge = -1
Kohn-Sham gap = 0.2937 Ha
strongest force on any atom = 3.90 eV/A
energy relative to the best compared isomer or geometry (same formula, charge and spin) = 0.0 kcal/mol

```
11
Properties=species:S:1:pos:R:3:forces:R:3:lowdin_charge:R:1
C 0.0444 1.7507 -0.1486 0.045 -1.669 -1.238 -0.795
C 0.1356 -0.3038 1.1531 -3.891 0.111 0.175 -0.107
N -0.6192 0.6948 0.2992 0.696 0.875 0.644 -0.334
O -3.1852 1.4507 0.7391 1.162 -1.088 -1.569 -0.545
O -2.7051 -0.6866 -0.4934 0.200 1.330 0.187 -0.548
S 1.7196 1.8831 -0.1547 0.194 0.981 0.148 0.429
S -2.4261 0.7733 -0.3732 -1.345 -0.823 1.736 0.721
H -0.5590 2.3690 -0.8519 0.322 -0.054 0.860 0.039
H 1.1330 -0.1067 0.9007 1.556 -0.175 0.134 -0.054
H -0.1344 -0.0634 2.2544 0.641 -0.682 -1.763 0.108
H -0.2197 -1.3307 0.8227 0.420 1.194 0.686 0.086
```
Positions in Å, forces in eV/Å.

***

2 unconnected molecules or ions with the total composition C3H11N2O in a non-equilibrium geometry, computed with ωB97M-V with the def2-TZVPD basis set.

Computed properties:
charge = 0
spin multiplicity = 2
Kohn-Sham gap (spin up / spin down) = 0.2221 / 0.3519 Ha
strongest force on any atom = 1.98 eV/A
<S²> = 0.753
energy relative to the best compared isomer or geometry (same formula, charge and spin) = 2.4 kcal/mol

```
17
Properties=species:S:1:pos:R:3:forces:R:3:lowdin_spin:R:1
C 1.4031 -0.7000 2.2646 -1.746 -0.760 -0.305 0.003
C 0.2600 -0.1779 1.3720 0.617 0.747 0.427 0.026
N 0.4491 1.2466 -2.1034 0.560 0.150 -0.156 0.127
C 0.0285 0.6530 -0.9292 -1.962 -0.171 0.174 0.519
N 0.8140 0.1697 0.0841 0.368 -0.247 -0.336 0.225
H 2.1349 0.0805 2.4243 0.463 -0.211 -0.140 0.000
H 1.7112 -1.6331 1.7955 0.935 0.250 -0.098 0.001
H 1.0164 -1.0438 3.2237 -0.084 0.369 0.182 0.000
H -0.1742 0.7162 1.8372 -0.108 0.036 0.024 0.009
H -0.5582 -0.8861 1.2568 0.061 -0.288 -0.030 0.004
H 1.1542 0.8331 -2.6933 -0.008 0.109 0.034 0.016
H 0.1758 2.1968 -2.3150 0.245 -0.272 0.054 0.020
H -1.0178 0.3532 -0.8532 0.288 0.162 0.070 0.038
H 1.8000 0.2833 0.0118 0.516 0.182 0.120 0.006
H -2.4783 -0.7683 -2.3746 -0.770 0.029 0.363 0.001
H -3.8384 -0.7035 -1.4983 0.191 -0.115 -0.628 0.000
O -2.8805 -0.6198 -1.5029 0.435 0.028 0.242 0.004
```
Positions in Å, forces in eV/Å.

***

A molecular structure, C7H9NO2 in a non-equilibrium geometry, computed with ωB97M-V with the def2-TZVPD basis set.

Computed properties:
charge = 0
Kohn-Sham gap = 0.3404 Ha
strongest force on any atom = 13.75 eV/A
energy relative to the best compared isomer or geometry (same formula, charge and spin) = 140.7 kcal/mol

```
19
Properties=species:S:1:pos:R:3:forces:R:3:lowdin_charge:R:1
C 1.1938 1.8799 -0.8481 2.519 -0.661 1.574 -0.304
C 0.4043 0.7009 -0.3499 0.792 -1.416 3.151 -0.258
C -0.4030 0.6967 0.8033 0.041 -3.458 -2.636 -0.002
C -1.0811 -0.4983 1.2135 -3.526 11.057 7.374 -0.054
C -0.8911 -1.5972 0.7438 1.055 -11.275 -5.707 -0.324
C -0.1201 -1.7001 -0.4078 3.982 0.625 -1.530 -0.208
C 0.6810 -0.5789 -0.8614 -2.457 -2.578 -1.181 0.040
H 0.8256 3.3646 0.7566 -0.014 -0.940 -4.972 0.198
H -0.2428 3.1855 -0.5172 -2.760 0.170 -0.573 0.005
H 1.0119 1.5951 -1.9235 1.646 1.503 0.281 0.119
H 2.4952 2.0476 -0.2272 -3.623 -1.511 -2.693 0.221
H -0.5447 1.5043 1.3710 -0.633 3.269 1.862 0.048
H -1.8790 -0.4902 2.0994 1.940 0.455 -1.757 0.185
H -1.0485 -3.3536 1.3962 6.941 -7.164 4.157 -0.021
H -0.8932 -3.3633 -1.0242 3.801 1.063 0.236 0.194
H 1.2264 -0.8036 -1.8123 -0.175 0.571 1.050 0.135
N 0.7229 3.1737 -0.5020 1.719 1.915 5.081 -0.070
O -1.5738 -2.7974 1.0707 -6.913 8.268 -3.814 0.112
O 0.1163 -2.9657 -0.9809 -4.335 0.109 0.098 -0.015
```
Positions in Å, forces in eV/Å.